Record 1
99
Properties=species:S:1:pos:R:3:forces:R:3:mulliken_charge:R:1 method="wB97M-V/def2-TZVPD" orbital_gap_ev=7.3 e_tot_ha=-6249.70216
C 3.190 0.180 3.686 0.5 -0.1 0.0 -0.733
C 4.138 0.343 2.710 -1.0 0.3 0.0 -0.638
C 3.637 0.532 1.303 0.3 1.3 0.5 0.696
C 3.719 1.770 0.692 0.3 0.5 0.4 -0.694
B 4.399 2.936 1.521 0.4 -0.1 -0.1 0.744
O 3.849 3.524 2.631 0.0 0.7 -0.5 -0.320
O 5.651 3.356 1.104 -0.5 0.0 -0.6 -0.548
C 3.234 1.995 -0.601 0.0 1.2 0.3 0.083
B 3.381 3.427 -1.286 0.5 -0.5 -0.6 1.110
N 4.616 3.663 -2.056 -0.6 0.1 0.2 -0.795
O 2.398 4.367 -1.157 -0.4 -0.7 -0.4 -0.721
C 2.646 0.950 -1.264 -0.2 -0.9 -0.1 0.749
C 2.596 -0.317 -0.658 -0.7 -0.5 -1.3 0.757
C 3.074 -0.561 0.610 0.4 0.0 1.3 0.684
P 2.923 -2.274 1.344 -0.3 -0.8 -0.8 0.057
O 4.154 -2.416 2.439 -0.4 0.4 -0.2 -0.475
Cl 1.210 -2.053 2.546 0.6 0.3 0.1 -0.275
C 1.979 -1.416 -1.534 0.3 -0.1 0.1 -1.025
O 2.508 -2.505 -1.628 -0.4 0.5 -0.1 -0.566
C 0.748 -0.986 -2.301 0.1 -0.3 0.5 0.823
C -0.490 -1.864 -2.444 0.6 -0.4 0.2 -0.424
C -0.521 -3.136 -1.580 0.0 -0.1 0.4 -1.505
C -1.050 -2.801 -0.160 -0.6 0.3 -0.6 0.707
C -2.579 -3.019 -0.140 0.2 -0.2 -0.2 -0.786
C -3.011 -4.515 -0.216 0.6 0.4 -0.5 -0.859
C -1.958 -5.536 0.254 -0.8 -0.2 0.3 -0.857
C 0.808 0.235 -2.833 -0.5 0.9 -0.1 1.114
C -0.308 0.891 -3.617 1.1 0.2 -0.6 -1.230
C -0.676 2.311 -3.138 -0.7 0.1 0.0 -0.260
C -1.953 2.402 -2.281 0.2 0.4 -0.3 -0.212
C -3.180 1.700 -2.852 -0.8 0.2 0.5 -0.451
C -4.446 2.026 -2.017 -0.4 -0.7 -0.5 -1.110
C -4.725 0.985 -0.924 0.0 0.5 0.7 0.042
C -5.601 1.507 0.244 -0.1 -0.4 0.2 -0.970
C -6.878 0.694 0.490 -0.7 0.3 0.6 -0.293
C -7.949 1.489 1.260 -0.1 -0.1 0.0 -1.405
C 2.045 1.076 -2.637 0.2 -0.5 0.0 -1.188
O 2.537 1.760 -3.518 -0.5 0.1 0.7 -0.630
H 3.093 -0.761 4.233 1.1 0.9 1.4 0.461
H 2.487 0.985 3.912 -1.1 -0.8 -1.2 -0.115
H 5.208 0.377 2.926 0.0 -1.7 -0.4 0.438
H 2.931 3.795 2.490 -0.2 -0.6 0.2 0.092
H 5.679 4.317 1.017 0.4 0.0 0.6 0.295
H 5.366 3.456 -1.396 0.2 0.0 -0.3 0.282
H 4.678 2.912 -2.746 0.2 0.1 -0.1 0.325
H 2.284 4.807 -2.011 0.4 0.6 0.3 0.304
H 4.984 -2.274 1.963 0.1 0.0 0.2 0.368
H -1.338 -1.246 -2.121 0.0 -0.1 -0.3 -0.236
H -0.634 -2.124 -3.498 0.0 0.1 0.1 0.548
H -1.189 -3.842 -2.086 0.0 0.0 0.2 0.525
H 0.439 -3.648 -1.493 0.0 0.3 -0.3 0.412
H -0.867 -1.731 0.006 0.1 -0.2 0.2 -0.347
H -0.535 -3.339 0.633 0.0 -0.1 -0.1 0.229
H -3.062 -2.493 0.689 0.2 -0.2 0.1 0.484
H -2.940 -2.548 -1.066 -0.2 0.2 0.3 0.058
H -3.971 -4.662 0.284 0.2 0.0 0.1 0.511
H -3.194 -4.723 -1.278 -0.2 -0.1 0.2 0.290
H -1.262 -5.807 -0.545 -0.1 0.1 0.1 0.311
H -1.368 -5.208 1.111 -0.1 0.0 0.0 0.188
H -2.491 -6.443 0.574 0.3 0.4 -0.3 0.286
H -1.174 0.242 -3.727 0.0 0.1 0.2 0.568
H 0.092 1.002 -4.637 -0.1 0.0 0.1 0.380
H 0.128 2.820 -2.595 0.1 -0.3 -0.1 -0.044
H -0.851 2.920 -4.033 0.0 -0.1 0.1 0.370
H -1.752 2.112 -1.246 -0.1 -0.2 -0.1 -0.195
H -2.208 3.470 -2.224 0.1 -0.1 0.1 0.466
H -3.090 0.607 -2.850 0.2 0.1 -0.1 0.159
H -3.410 2.017 -3.876 0.5 0.0 0.0 0.354
H -5.301 2.001 -2.707 0.0 0.2 0.2 0.279
H -4.422 3.044 -1.612 0.2 -0.1 0.1 0.507
H -5.228 0.105 -1.337 0.3 0.1 -0.2 0.404
H -3.775 0.650 -0.487 0.0 -0.1 -0.2 0.013
H -5.010 1.441 1.166 -0.1 0.2 -0.1 0.277
H -5.885 2.562 0.147 0.2 -0.1 -0.3 0.460
H -7.356 0.350 -0.435 0.3 0.0 0.0 0.354
H -6.672 -0.186 1.111 0.2 -0.1 -0.4 0.272
H -8.412 2.259 0.633 0.2 0.0 0.1 0.347
H -8.762 0.835 1.593 0.1 0.0 -0.1 0.403
H -7.547 1.959 2.164 0.1 0.0 -0.2 0.317
C -1.285 -8.479 2.941 0.0 -0.1 0.0 -0.254
Cl -1.558 -8.645 1.199 0.1 -0.4 0.2 -0.138
Cl -1.560 -6.831 3.516 0.0 0.0 0.1 -0.137
H -1.965 -9.143 3.461 -0.1 0.1 -0.1 0.284
H -0.258 -8.753 3.156 0.0 0.1 -0.1 0.272
C 3.594 4.073 5.609 0.1 0.0 0.0 0.119
Cl 4.154 5.194 6.857 0.0 0.0 0.0 -0.193
Cl 2.493 2.858 6.275 -0.1 0.0 -0.1 -0.177
H 3.072 4.635 4.845 0.0 0.0 0.1 0.125
H 4.450 3.570 5.179 0.0 0.0 0.1 0.131
C 0.014 1.945 2.193 0.0 -0.2 0.2 -0.067
Cl -0.315 1.063 0.701 0.0 -0.1 0.1 -0.082
Cl 0.668 3.558 1.855 -0.1 0.1 0.0 -0.163
H -0.912 2.056 2.745 0.0 0.1 -0.1 0.553
H 0.735 1.383 2.779 0.1 0.0 -0.1 -0.309
C 6.147 0.024 -2.329 -0.1 -0.1 0.0 0.542
Cl 6.986 1.338 -1.494 0.1 -0.2 0.1 -0.138
Cl 5.735 0.465 -3.989 0.0 0.0 0.0 -0.159
H 6.792 -0.847 -2.347 0.1 0.1 -0.1 0.398
H 5.231 -0.199 -1.790 0.0 0.1 0.0 -0.607

Record 2
87
Properties=species:S:1:pos:R:3:forces:R:3:lowdin_spin:R:1 method="wB97M-V/def2-TZVPD" s_squared=2.034 orbital_gap_ev="8.4 / 4.4" multiplicity=3 total_charge=+2 e_tot_ha=-4770.82926
C 0.603 -7.187 6.332 -0.1 -0.2 0.3 0.031
C -0.313 -7.066 5.275 -0.1 -0.1 0.0 0.021
C -1.254 -8.082 5.058 0.0 -0.4 0.2 0.030
C -1.253 -9.188 5.919 0.5 0.9 -0.2 -0.006
N -0.376 -9.279 6.923 0.0 -0.4 0.3 0.030
C 0.533 -8.325 7.146 -0.4 0.4 -0.8 -0.006
C -0.294 -5.921 4.419 0.2 -0.3 0.5 0.176
C -0.227 -4.923 3.731 0.1 -0.2 -0.1 0.058
C -0.127 -3.848 2.852 -0.3 -1.1 0.9 0.131
C 0.037 -2.562 3.380 0.3 1.7 -0.2 0.029
C 0.069 -1.495 2.494 0.3 -1.6 1.7 0.067
C -0.111 -1.780 1.144 -0.6 2.7 -1.1 0.167
C -0.164 -3.061 0.599 0.1 -1.6 0.8 0.067
C -0.210 -4.126 1.476 -0.1 0.5 -1.4 0.034
Pt -0.299 -0.273 -0.134 -0.2 0.3 0.0 0.123
P -2.190 0.665 0.589 -0.6 0.2 0.3 0.011
H -1.969 -8.015 4.242 0.1 0.0 0.1 0.001
H 1.346 -6.416 6.518 -0.2 -0.1 -0.1 0.001
H -1.980 -9.996 5.776 0.4 0.3 0.2 -0.001
H 1.231 -8.447 7.983 -0.4 -0.1 -0.3 -0.001
H -0.310 -5.159 1.142 0.1 0.3 0.1 -0.001
H 0.128 -2.431 4.457 -0.1 -0.1 -0.3 -0.001
H -0.175 -3.197 -0.473 0.0 -0.1 0.0 0.003
H 0.225 -0.477 2.817 0.0 0.0 0.1 0.002
C -2.916 2.047 -0.398 0.4 -0.3 -0.6 0.000
C -4.406 2.320 -0.244 -0.2 0.1 0.2 0.000
H -2.672 1.824 -1.452 -0.2 0.2 0.5 0.001
H -2.328 2.947 -0.150 -0.1 -0.3 0.0 0.000
H -4.668 3.176 -0.876 0.0 -0.2 0.1 0.000
H -5.021 1.477 -0.573 0.1 0.1 0.1 0.000
H -4.683 2.579 0.782 0.0 -0.1 -0.2 0.000
C -3.468 -0.635 0.793 -0.2 -0.2 -0.1 0.005
C -4.094 -0.796 2.171 -0.4 -0.1 0.3 0.001
H -2.981 -1.575 0.501 -0.1 0.2 0.1 0.000
H -4.243 -0.454 0.039 0.0 0.1 0.2 0.001
H -4.771 -1.661 2.156 0.1 0.2 0.1 0.000
H -3.344 -0.989 2.951 -0.2 0.1 -0.2 0.000
H -4.693 0.074 2.473 0.2 -0.2 -0.1 0.000
C -1.895 1.464 2.224 0.3 -0.3 0.0 0.002
C -2.911 2.482 2.750 -0.1 0.1 0.2 0.000
H -0.912 1.950 2.115 -0.2 -0.1 0.0 0.000
H -1.758 0.655 2.955 0.0 0.2 -0.2 0.000
H -2.623 2.768 3.769 0.0 0.0 -0.2 0.000
H -2.930 3.402 2.154 0.0 -0.3 0.1 0.000
H -3.932 2.085 2.810 0.3 0.1 0.0 0.000
Br -0.469 1.011 -2.233 0.6 0.2 -0.4 0.017
P -3.425 -3.444 -3.162 1.4 1.0 2.1 0.614
C -4.425 -2.276 -2.156 -0.7 -0.3 -0.2 0.092
C -5.637 -1.730 -2.926 -0.2 0.2 -0.1 0.015
H -3.759 -1.465 -1.823 0.1 -0.3 -0.3 0.014
H -4.759 -2.827 -1.263 0.1 0.0 -0.3 0.002
H -6.350 -1.260 -2.236 0.2 -0.1 -0.2 0.000
H -5.337 -0.976 -3.664 -0.1 -0.2 0.1 0.000
H -6.161 -2.538 -3.453 0.0 0.3 0.2 0.004
C -1.931 -2.551 -3.750 -0.3 0.1 -0.8 0.090
C -1.471 -3.101 -5.114 0.2 -0.1 -0.2 0.015
H -1.139 -2.640 -2.991 -0.3 -0.1 0.0 0.016
H -2.186 -1.483 -3.828 0.0 -0.3 0.1 0.001
H -0.801 -2.385 -5.606 -0.2 -0.2 0.2 0.000
H -0.929 -4.049 -5.002 -0.2 0.2 -0.1 0.000
H -2.332 -3.272 -5.776 0.3 0.1 0.1 0.005
C -2.836 -4.736 -1.990 0.0 -0.7 -0.7 0.090
C -3.765 -5.958 -1.908 -0.1 -0.2 0.1 0.012
H -2.695 -4.276 -1.000 -0.1 0.2 -0.3 0.016
H -1.847 -5.048 -2.360 -0.2 0.1 0.0 0.000
H -3.242 -6.796 -1.434 -0.1 0.2 -0.1 0.000
H -4.661 -5.753 -1.314 0.1 0.0 -0.1 0.000
H -4.083 -6.284 -2.904 0.1 0.0 0.2 0.004
O 1.710 -0.660 -0.467 1.7 0.6 -0.4 0.012
C 2.646 0.224 -0.509 -0.6 -1.3 -0.7 0.000
C 2.594 1.538 0.210 -0.2 0.2 -0.1 0.001
C 3.775 1.778 1.163 0.1 0.1 0.2 0.000
C 5.070 2.225 0.483 0.1 0.0 0.1 0.000
C 5.704 1.165 -0.411 0.1 0.0 -0.2 0.000
C 4.833 0.782 -1.607 0.2 0.2 0.1 0.000
N 3.708 -0.095 -1.250 -0.4 0.1 0.0 0.000
H 2.551 2.329 -0.559 0.0 -0.2 0.2 0.000
H 1.646 1.594 0.763 0.2 -0.2 -0.2 0.000
H 3.478 2.558 1.875 0.0 -0.2 -0.1 0.000
H 3.965 0.870 1.753 -0.1 0.1 -0.1 0.000
H 4.879 3.132 -0.109 0.0 -0.1 0.1 0.000
H 5.795 2.500 1.259 -0.2 0.0 -0.1 0.000
H 6.649 1.555 -0.809 -0.2 -0.1 0.1 0.000
H 5.954 0.268 0.169 -0.1 0.1 -0.1 0.000
H 4.455 1.702 -2.090 0.1 -0.4 0.1 0.000
H 5.434 0.230 -2.340 -0.3 0.2 0.2 0.000
H 3.621 -0.973 -1.760 0.0 0.3 0.3 0.000

Record 3
93
Properties=species:S:1:pos:R:3:forces:R:3:mulliken_charge:R:1 method="wB97M-V/def2-TZVPD" orbital_gap_ev=7.7 total_charge=+1 e_tot_ha=-9016.74847
Ga 6.197 8.698 14.111 0.5 -0.9 0.2 -3.226
C 9.693 9.697 9.425 1.0 -2.7 -1.0 -0.848
Se 8.050 8.914 8.671 -0.6 0.8 0.6 0.079
C 8.649 7.110 8.368 -0.5 -0.3 0.3 -0.654
C 7.544 6.214 7.802 0.7 0.9 -0.7 -0.969
Se 6.135 5.934 9.089 -0.3 0.2 0.4 0.250
C 4.673 5.297 7.963 0.8 0.2 0.1 -1.018
H 10.199 8.887 10.004 -0.4 0.5 -0.3 0.248
H 9.510 10.491 10.109 -0.2 0.9 0.0 0.193
H 10.335 9.842 8.538 -0.2 0.8 0.8 0.393
H 8.923 6.643 9.291 0.6 0.0 0.8 0.184
H 9.508 7.166 7.723 0.3 -0.3 -0.4 0.511
H 8.053 5.296 7.551 -0.2 -0.5 -0.2 0.430
H 7.166 6.684 6.895 -0.3 -0.2 -0.1 0.403
H 4.322 6.037 7.272 0.1 0.4 -0.4 0.358
H 3.867 5.083 8.633 -0.4 -0.4 0.4 0.231
H 5.025 4.414 7.463 -0.2 -0.4 -0.3 0.344
C 10.131 7.655 14.786 1.2 0.2 -1.4 -1.467
Si 8.831 6.657 13.873 0.7 -0.7 1.4 0.934
C 8.803 6.891 12.082 -1.4 0.5 -1.2 -0.706
C 9.284 4.818 13.933 -0.9 0.1 -1.2 -1.360
C 7.196 7.006 14.696 -0.9 0.7 1.1 3.863
C 6.113 6.265 14.003 1.2 -1.1 0.0 -2.288
C 6.025 4.892 13.891 -0.8 -0.9 -0.6 -1.090
C 5.137 4.360 12.962 0.7 -1.1 0.4 -0.583
C 4.280 5.118 12.186 0.4 -0.6 0.2 -1.142
C 4.426 6.451 12.398 -1.0 3.0 -1.0 -0.277
N 5.322 7.012 13.246 -0.7 0.3 -0.5 0.825
Si 7.172 6.869 16.648 0.6 0.7 -1.1 0.954
C 8.363 8.039 17.427 0.2 -1.0 2.5 -1.192
C 5.492 7.392 17.210 -0.3 0.5 -0.8 -1.202
C 7.528 5.129 17.258 -2.7 0.6 0.1 -1.465
H 10.821 8.140 14.029 -0.7 -0.4 0.8 0.370
H 10.766 6.983 15.364 0.0 -0.1 0.0 0.356
H 9.775 8.390 15.481 -0.2 0.5 0.1 0.365
H 9.593 6.332 11.664 1.4 -0.5 -0.4 0.821
H 8.812 7.883 11.650 0.0 0.3 0.0 -0.205
H 7.946 6.374 11.618 -0.2 0.2 0.3 0.005
H 10.296 4.570 13.575 -0.3 0.3 0.1 0.339
H 8.548 4.398 13.193 0.8 0.0 0.4 0.333
H 9.085 4.299 14.845 0.1 -0.3 0.8 0.294
H 6.669 4.210 14.420 0.1 0.1 0.2 0.670
H 5.190 3.295 12.781 -0.2 -0.1 0.2 0.457
H 3.630 4.616 11.458 0.2 0.7 0.4 0.485
H 3.847 7.236 11.857 0.4 -0.9 0.4 0.360
H 8.411 9.063 17.145 -0.3 0.8 -0.4 0.356
H 9.381 7.632 17.397 -0.2 0.1 0.2 0.381
H 8.027 8.004 18.553 0.7 0.2 -1.9 0.304
H 5.329 6.600 17.903 -1.1 -0.4 0.9 0.850
H 4.721 7.431 16.441 -0.2 -0.7 -0.1 0.162
H 5.389 8.381 17.651 0.5 -0.1 0.5 0.148
H 8.346 4.641 16.864 2.2 -0.7 -0.6 0.430
H 6.696 4.591 16.776 -0.1 -0.2 0.3 0.366
H 7.416 4.933 18.331 0.2 0.3 -0.2 0.402
N 8.682 11.654 12.810 0.7 -0.5 0.0 0.172
C 8.409 10.466 13.359 0.2 -0.7 1.9 -1.056
N 7.232 9.957 13.011 1.3 0.2 0.2 2.016
C 6.744 10.833 12.082 0.1 1.4 -1.0 1.001
C 5.619 10.755 11.302 -0.3 0.5 0.2 -0.516
C 5.309 11.774 10.423 1.8 0.2 0.1 -1.271
C 6.254 12.789 10.245 0.7 0.8 -0.1 -0.606
C 7.438 12.845 10.991 -0.9 1.2 -1.7 -1.120
C 7.653 11.904 11.906 -0.4 -2.0 1.7 0.031
H 9.540 12.182 13.040 -1.0 -0.4 -0.5 0.340
H 9.042 10.014 14.141 -0.4 0.3 -0.6 0.268
H 4.991 9.929 11.431 -1.0 -1.2 0.0 0.823
H 4.506 11.692 9.744 -1.0 0.0 -0.4 0.543
H 6.159 13.586 9.499 -0.4 -0.5 0.2 0.419
H 8.202 13.558 10.804 0.3 0.8 -0.3 0.558
C 5.902 13.522 15.260 -0.1 1.4 -0.3 -1.009
C 5.066 12.996 16.411 -0.2 -0.5 1.2 -1.337
C 4.256 11.718 16.130 -0.7 -0.2 -0.8 2.481
C 3.497 11.131 17.394 1.0 -0.1 -0.6 -1.065
C 2.414 10.091 17.106 -1.7 -0.2 1.4 -1.177
C 3.183 12.108 15.127 -1.8 1.0 0.0 -0.444
O 2.467 13.113 15.235 1.7 -2.0 -0.3 -0.635
N 2.936 11.181 14.115 -1.1 0.7 -0.6 0.183
C 3.522 9.954 13.858 -0.6 1.2 -0.4 0.178
O 3.037 9.226 13.008 1.0 0.1 0.8 -0.666
N 4.695 9.799 14.557 0.1 -1.5 -0.6 0.899
C 5.131 10.596 15.545 -0.6 1.6 0.9 -0.011
O 6.258 10.400 15.979 0.7 -0.4 -0.1 -0.723
H 6.228 14.564 15.540 -0.2 -1.0 -0.4 0.485
H 5.339 13.635 14.289 0.5 -0.3 0.9 0.230
H 6.812 12.934 15.135 -0.1 -0.1 -0.2 0.126
H 4.348 13.754 16.759 0.2 -0.3 -0.3 0.523
H 5.705 12.776 17.283 0.0 0.1 -0.3 0.394
H 3.003 11.936 17.896 -0.1 0.8 0.2 0.477
H 4.340 10.826 18.038 -0.6 -0.4 0.0 0.422
H 1.462 10.517 16.696 0.9 0.1 0.3 0.339
H 2.064 9.539 18.028 0.6 0.9 -0.6 0.409
H 2.624 9.275 16.471 0.9 -0.8 -1.0 0.216
H 2.190 11.414 13.450 0.2 -0.1 0.6 0.336